Density functional theory data (ωB97M-V with the def2-TZVPD basis set) for an isolated molecule of C6H14N2O2.

As for the net charge: 0. The value obtained for the energy relative to the best compared isomer or geometry (same formula, charge and spin) is 391.3 kJ/mol. Its SMILES is NCCCC[C@H](N)C(=O)O. The calculation puts the gap between HOMO and LUMO at 9.76 eV. For the LUMO energy, the calculation gives 0.6 eV. As for the total energy: -496.9085 Ha.

Last column: Mulliken charge in e.
Cartesian coordinates (Å):
C (-0.5074, -1.6328, -1.1908)  0.31
C (0.4974, -2.7001, -1.8677)  0.44
C (0.2754, -0.4565, -0.4388)  -1.31
C (-0.5264, 0.6125, 0.2630)  -0.18
C (0.8294, 1.4668, 0.6346)  -0.47
C (0.3589, 2.8787, 1.2733)  -0.71
H (-1.9204, -2.9172, -0.5756)  0.30
H (-0.8398, -2.3979, 0.6640)  0.28
H (-1.0514, -1.1315, -2.0977)  0.35
H (1.0528, 0.0420, -1.0345)  0.42
H (0.6868, -0.9700, 0.4313)  0.31
H (-1.0701, 1.2176, -0.6345)  0.15
H (-1.1511, 0.3390, 1.0965)  0.34
H (1.4814, 0.9393, 1.4869)  0.24
H (1.3867, 1.7857, -0.2380)  0.37
H (1.2961, 3.4519, 1.6052)  0.31
H (-0.2172, 3.5271, 0.5606)  0.37
H (-0.3467, 2.0548, 3.2643)  0.24
H (-1.5460, 2.4836, 2.2339)  0.27
H (1.4964, -3.2434, -3.3810)  0.39
N (-1.3089, -2.0226, -0.2004)  -0.63
N (-0.6218, 2.8204, 2.5222)  -0.66
O (0.5494, -3.8601, -1.4312)  -0.61
O (1.1967, -2.2874, -2.9458)  -0.48

Density functional theory data (ωB97M-V with the def2-TZVPD basis set) for an isolated molecule of C8H15FN2O2.

As for the net charge: 0. The value obtained for the energy relative to the best compared isomer or geometry (same formula, charge and spin) is 434.6 kJ/mol. Its SMILES is CC/C=C(\NC)[C@@](C)(CF)[N+](=O)[O-]. The calculation puts the gap between HOMO and LUMO at 8.75 eV. For the LUMO energy, the calculation gives 0.4 eV. As for the total energy: -673.4975 Ha.

Last column: Mulliken charge in e.
Cartesian coordinates (Å):
C (0.4304, 0.4300, -0.3965)  -0.19
C (-0.5326, -0.3115, 0.1410)  -0.05
C (2.6629, 1.3249, -0.8173)  -1.55
C (-2.5770, 0.3554, 1.7308)  -1.57
C (0.1787, -2.4966, -0.4902)  -1.31
C (1.8363, 0.1094, -0.4462)  -0.27
C (-2.2710, 1.6633, -0.3553)  -0.86
C (-1.9409, 0.2757, 0.3326)  1.12
N (-0.3948, -1.6329, 0.4882)  -0.36
N (-2.9352, -0.6460, -0.4473)  1.05
O (-3.4697, -0.3201, -1.4730)  -0.64
O (-2.9732, -1.7762, -0.0127)  -0.66
F (-3.5971, 1.9556, -0.2152)  -0.31
H (0.0964, 1.4896, -0.7098)  0.24
H (2.5896, 2.2384, -0.1722)  0.35
H (3.7718, 1.2027, -0.7727)  0.37
H (2.5688, 1.7758, -1.7770)  0.40
H (-3.4937, 0.9060, 1.7123)  0.47
H (-1.8538, 0.7742, 2.4160)  0.39
H (-2.7024, -0.6564, 2.1679)  0.32
H (0.6420, -2.0784, -1.3234)  0.44
H (0.8820, -2.9760, 0.0637)  0.45
H (-0.3801, -3.2690, -0.9504)  0.36
H (2.0328, -0.6951, -1.1751)  0.16
H (2.1659, -0.3521, 0.4393)  0.44
H (-1.6248, 2.5441, 0.1435)  0.40
H (-2.2221, 1.8139, -1.4678)  0.36
H (-1.2909, -1.9583, 0.7454)  0.44

Density functional theory data (ωB97M-V with the def2-TZVPD basis set) for a structure of composition C30H23BrN3O2PS2V.

As for the net charge: +1. As for the expectation value of S²: 2.03. The calculation puts the gap between HOMO and LUMO (alpha / beta) at 7.50 / 7.75 eV. For the LUMO energy (alpha / beta), the calculation gives -3.6 / -3.5 eV. Its spin multiplicity is 3. As for the total energy: -6127.3435 Ha.

Last column: Mulliken spin population.
Cartesian coordinates (Å):
V (0.2046, 0.7519, -0.5510)  2.19
N (1.0365, 0.0201, 2.3472)  0.00
P (0.1554, -0.9492, 1.2643)  -0.04
C (1.0425, -2.5193, 1.2927)  -0.02
C (1.5314, -3.0760, 0.1188)  0.00
C (2.1945, -4.2953, 0.1535)  0.00
C (2.3741, -4.9504, 1.3608)  0.00
C (1.8765, -4.4001, 2.5372)  0.00
C (1.2034, -3.1943, 2.5025)  0.00
C (-1.3614, -1.3588, 2.1635)  0.00
C (-1.7795, -0.6380, 3.2761)  0.00
C (-2.9706, -0.9661, 3.9050)  0.00
C (-3.7525, -2.0007, 3.4162)  0.00
C (-3.3417, -2.7160, 2.2998)  0.00
C (-2.1468, -2.4010, 1.6766)  0.00
C (1.2600, 1.3649, 2.1633)  0.04
C (1.8196, 2.1387, 3.1890)  -0.01
C (2.0148, 3.4838, 2.9791)  0.01
C (1.6514, 4.0492, 1.7562)  -0.01
C (1.1232, 3.2268, 0.7947)  0.04
N (0.9300, 1.9052, 0.9807)  -0.07
H (1.3513, -0.3655, 3.2255)  0.00
H (1.3999, -2.5627, -0.8280)  0.00
H (2.5712, -4.7278, -0.7630)  0.00
H (2.8960, -5.8968, 1.3893)  0.00
H (2.0017, -4.9207, 3.4766)  0.00
H (0.7725, -2.7972, 3.4160)  0.00
H (-1.1851, 0.1857, 3.6530)  0.00
H (-3.2896, -0.4078, 4.7745)  0.00
H (-4.6834, -2.2522, 3.9052)  0.00
H (-3.9500, -3.5246, 1.9189)  0.00
H (-1.8236, -2.9745, 0.8150)  0.00
H (2.0832, 1.6707, 4.1271)  0.00
H (2.4453, 4.0956, 3.7594)  0.00
H (1.7830, 5.1013, 1.5559)  0.00
H (0.8395, 3.6081, -0.1794)  0.00
Br (-6.3324, 1.4398, -0.2381)  0.00
C (-4.4620, 1.2082, -0.1461)  0.00
C (-3.7261, 1.9740, 0.7474)  0.00
C (-2.3534, 1.8004, 0.8193)  0.02
C (-1.7095, 0.8669, 0.0090)  -0.15
C (-2.4809, 0.1056, -0.8681)  -0.02
C (-3.8508, 0.2765, -0.9735)  0.00
H (-4.2267, 2.6990, 1.3743)  0.00
H (-1.7882, 2.4110, 1.5159)  0.00
H (-2.0125, -0.6414, -1.5138)  0.00
H (-4.4381, -0.3017, -1.6729)  0.00
O (-1.0834, 1.6950, -3.4770)  0.00
S (0.1620, 2.4028, -3.4207)  0.00
O (0.1784, 3.8250, -3.3475)  0.00
N (0.9907, 1.7563, -2.1071)  -0.02
C (1.8718, 0.8452, -2.5020)  0.02
S (2.3792, -0.2874, -1.3646)  -0.02
C (2.1635, 0.8934, -3.9440)  0.01
C (3.1438, 0.2109, -4.6474)  0.00
C (3.2382, 0.4355, -6.0137)  0.00
C (2.3734, 1.3146, -6.6569)  0.00
C (1.3850, 1.9955, -5.9518)  0.00
C (1.3089, 1.7609, -4.5978)  0.00
H (3.8169, -0.4659, -4.1389)  0.00
H (3.9979, -0.0760, -6.5874)  0.00
H (2.4688, 1.4719, -7.7221)  0.00
H (0.7082, 2.6769, -6.4470)  0.00

Which of these has the highest net charge?
C30H23BrN3O2PS2V